# 1
Density functional theory data (ωB97M-V/def2-TZVPD) for the ion C6H10N with charge +1 at a distorted geometry.

```
17
Properties=species:S:1:pos:R:3
C 0.517 0.232 1.679
C 1.695 0.141 2.116
C -0.684 0.257 0.972
C -0.258 0.783 -0.451
C 0.928 1.091 -1.373
C -1.762 -1.032 -0.880
N -0.513 -0.623 -0.262
H 2.683 0.691 1.882
H 1.785 -0.734 2.863
H -1.691 0.408 1.374
H 0.699 1.522 -2.326
H 1.528 0.238 -1.521
H 1.514 1.817 -0.828
H -1.731 -1.646 -1.751
H -2.376 -1.527 -0.094
H -2.519 -0.244 -1.227
H 0.186 -1.373 -0.172
```

Calculated values
- Total charge: +1
- Kohn-Sham gap (spin up / spin down): 7.621 / 8.352 eV
- Lowest unoccupied orbital energy (spin up / spin down): -0.173 / -0.166 Eh
- Relative energy (zero: lowest compared OMol25 entry of this formula, charge and spin): 540.58 kJ/mol

***

# 2
Density functional theory data (ωB97M-V/def2-TZVPD) for a cluster of 4 separate species, C4H17N2O4 in total at a distorted geometry.

```
27
Properties=species:S:1:pos:R:3
O -0.739 -0.005 1.412
C -1.179 -0.817 0.620
N -2.420 -1.324 0.727
C -0.327 -1.355 -0.538
N 0.691 -0.319 -0.967
C 1.536 -0.804 -2.080
C 0.364 -2.624 -0.086
H -2.998 -0.987 1.475
H -2.780 -1.976 0.067
H -0.923 -1.555 -1.428
H 0.159 0.528 -1.265
H 1.329 0.032 -0.186
H 0.911 -1.123 -2.913
H 2.157 0.024 -2.413
H 2.166 -1.636 -1.785
H -0.345 -3.351 0.309
H 0.846 -3.165 -0.904
H 1.151 -2.450 0.648
H -0.411 2.328 1.769
H -0.278 3.863 1.516
O -0.060 3.007 1.144
H 2.189 0.417 1.898
H 1.735 1.713 1.189
O 2.211 0.871 1.062
H -1.023 2.600 -1.914
H -0.591 2.413 -0.431
O -0.870 1.931 -1.245
```

Calculated values
- Total charge: +1
- Kohn-Sham gap: 11.483 eV
- Lowest unoccupied orbital energy: -0.092 Eh
- Relative energy (zero: lowest compared OMol25 entry of this formula, charge and spin): 3.66 kJ/mol

***

# 3
Density functional theory data (ωB97M-V/def2-TZVPD) for an isolated molecule of C11H25BNO7PS2 at a distorted geometry.

```
48
Properties=species:S:1:pos:R:3
C -3.394 2.837 4.275
O -3.016 1.461 3.838
C -1.624 1.175 4.237
C -1.213 -0.412 4.142
C -2.344 -1.366 3.409
C -2.554 -1.067 1.811
C -1.558 -1.983 0.828
C -0.714 -0.854 -0.071
C -0.026 -1.479 -1.422
C 1.141 -0.460 -2.049
B 0.848 1.161 -1.757
C 1.592 1.763 -0.382
O -0.036 2.002 -2.622
O 2.374 -1.050 -1.434
S 3.044 -2.210 -2.502
O 4.616 -2.238 -2.631
O 2.563 -3.685 -2.431
O 2.352 -1.721 -4.021
C 1.485 -0.555 -3.649
S 0.084 -0.534 -4.911
P 2.591 0.899 -4.325
N 4.065 1.099 -3.343
O 3.155 0.426 -5.925
H -2.445 3.391 4.727
H -3.827 3.462 3.363
H -4.203 2.764 5.117
H -1.536 1.516 5.375
H -0.865 1.848 3.628
H -0.145 -0.465 3.621
H -1.111 -0.815 5.251
H -2.002 -2.475 3.579
H -3.388 -1.123 3.936
H -3.683 -1.185 1.458
H -2.300 0.088 1.654
H -0.848 -2.665 1.477
H -2.209 -2.618 0.064
H -1.544 -0.058 -0.393
H 0.067 -0.391 0.701
H 0.481 -2.509 -1.097
H -0.845 -1.672 -2.236
H 2.145 0.940 0.239
H 0.708 2.158 0.318
H 2.271 2.679 -0.668
H 0.301 2.954 -2.655
H -0.978 -1.369 -4.528
H 4.669 0.265 -3.526
H 3.806 1.198 -2.337
H 4.046 0.872 -6.135
```

Calculated values
- SMILES: COCCCCCCC[C@@]1(B(C)O)OS(=O)(=O)O[C@]1(S)P(N)O
- Kohn-Sham gap: 8.208 eV
- Lowest unoccupied orbital energy: -0.010 Eh

***

# 4
Density functional theory data (ωB97M-V/def2-TZVPD) for an isolated molecule of C5H11NO.

```
18
Properties=species:S:1:pos:R:3
C -0.970 -1.477 -0.419
C -0.568 -0.017 -0.588
C -1.431 0.878 0.312
N 0.851 0.228 -0.263
C 1.594 -0.673 0.597
C 1.243 1.539 -0.321
O 0.767 2.387 -1.050
H -0.810 -1.813 0.613
H -2.044 -1.568 -0.618
H -0.432 -2.142 -1.102
H -0.718 0.284 -1.631
H -1.079 1.909 0.264
H -2.477 0.866 -0.007
H -1.389 0.525 1.350
H 1.126 -0.778 1.582
H 1.701 -1.666 0.147
H 2.603 -0.269 0.726
H 2.032 1.787 0.409
```

Calculated values
- SMILES: CC(C)N(C)C=O
- Kohn-Sham gap: 10.155 eV
- Lowest unoccupied orbital energy: 0.034 Eh
- Relative energy (zero: lowest compared OMol25 entry of this formula, charge and spin): 69.70 kJ/mol

***

# 5
Density functional theory data (ωB97M-V/def2-TZVPD) for an isolated molecule of C2H7N5O at a distorted geometry.

```
15
Properties=species:S:1:pos:R:3
H -2.414 1.292 1.167
N -2.297 0.495 0.544
C -1.127 0.119 0.384
N -0.684 -0.952 -0.566
N -0.337 -2.264 -0.195
C 0.384 0.164 0.730
O 0.838 -0.367 1.732
N 0.937 1.321 0.193
N 1.242 1.260 -1.181
H -1.232 -0.943 -1.425
H -0.965 -2.604 0.548
H 0.601 -2.246 0.184
H 1.636 1.745 0.801
H 2.125 0.786 -1.352
H 1.294 2.195 -1.564
```

Calculated values
- SMILES: [H]/N=C(/NN)C(=O)NN
- Kohn-Sham gap: 9.542 eV
- Lowest unoccupied orbital energy: 0.027 Eh
- Relative energy (zero: lowest compared OMol25 entry of this formula, charge and spin): 346.25 kJ/mol

***

# 6
Density functional theory data (ωB97M-V/def2-TZVPD) for a cluster of 2 separate species, C3HO4 in total at a distorted geometry.

```
8
Properties=species:S:1:pos:R:3
C 0.552 0.904 -0.782
C -0.904 -1.058 0.316
C 0.284 0.049 0.317
O -0.625 -2.207 0.037
O 1.070 1.180 -1.811
O -1.952 -0.417 0.287
O -0.159 1.467 0.217
H 1.734 0.082 1.419
```

Calculated values
- Total charge: -1
- Kohn-Sham gap: 8.550 eV
- Lowest unoccupied orbital energy: 0.130 Eh
- Relative energy (zero: lowest compared OMol25 entry of this formula, charge and spin): 325.73 kJ/mol

***

# 7
Density functional theory data (ωB97M-V/def2-TZVPD) for a structure of composition C19H43N5O18Zr at a distorted geometry.

```
86
Properties=species:S:1:pos:R:3
Zr -1.053 1.805 -0.029
O -1.384 -0.330 0.027
C -0.226 -1.142 0.106
C 1.038 -0.353 0.607
O 0.891 1.058 0.499
H -0.061 -1.600 -0.873
H -0.426 -1.967 0.794
H 1.908 -0.750 0.081
H 1.214 -0.608 1.656
C -2.154 -2.811 -2.324
N -1.041 -3.709 -2.749
O -0.567 -4.452 -1.917
O -0.684 -3.586 -3.901
H -2.964 -3.041 -3.011
H -1.811 -1.785 -2.433
H -2.412 -2.990 -1.286
C 3.638 1.556 3.224
N 2.799 2.768 3.141
O 1.609 2.657 3.404
O 3.310 3.833 2.877
H 3.088 0.848 2.605
H 3.537 1.272 4.271
H 4.659 1.729 2.914
C 3.365 -2.769 2.401
N 3.402 -4.203 2.790
O 2.991 -4.502 3.885
O 3.843 -4.957 1.959
H 4.330 -2.502 1.979
H 3.061 -2.148 3.237
H 2.652 -2.680 1.581
C 4.462 -0.113 -1.126
N 5.532 -0.376 -2.119
O 5.553 0.352 -3.096
O 6.267 -1.307 -1.920
H 4.233 0.954 -1.147
H 4.908 -0.265 -0.147
H 3.538 -0.624 -1.367
C -3.312 -3.325 1.328
N -3.388 -3.949 2.670
O -4.327 -4.670 2.843
O -2.521 -3.684 3.462
H -3.079 -4.119 0.623
H -2.595 -2.511 1.327
H -4.288 -2.890 1.128
O -1.144 1.659 2.337
C -1.266 1.771 3.564
O -1.085 0.777 4.369
C -1.067 -0.576 3.859
C -0.007 -1.323 4.679
C -1.486 3.075 4.225
H -0.855 -0.567 2.790
H -2.050 -1.016 4.023
H -0.014 -2.392 4.479
H -0.155 -1.108 5.734
H 0.968 -0.931 4.383
H -0.524 3.468 4.557
H -2.130 2.973 5.099
H -2.000 3.768 3.563
O -2.245 1.391 -2.255
C -2.674 0.839 -3.260
O -3.856 0.323 -3.393
C -4.820 0.351 -2.335
C -4.588 -0.777 -1.339
C -1.826 0.644 -4.498
H -5.771 0.090 -2.795
H -4.870 1.339 -1.880
H -3.634 -0.692 -0.806
H -4.618 -1.687 -1.937
H -5.311 -0.865 -0.529
H -0.775 0.593 -4.234
H -2.020 1.517 -5.125
H -2.125 -0.259 -5.022
O 0.203 2.162 -1.895
C 1.060 2.327 -2.784
O 1.221 3.458 -3.380
C 0.413 4.601 -2.997
C 0.794 5.730 -3.914
C 1.899 1.216 -3.309
H 0.619 4.870 -1.958
H -0.642 4.341 -3.100
H 0.193 6.630 -3.806
H 0.575 5.394 -4.931
H 1.847 5.966 -3.779
H 2.970 1.410 -3.244
H 1.631 1.079 -4.359
H 1.628 0.314 -2.763
```

Calculated values
- Total charge: +2
- Kohn-Sham gap: 6.518 eV
- Lowest unoccupied orbital energy: -0.310 Eh

***

# 8
Density functional theory data (ωB97M-V/def2-TZVPD) for a structure of composition C4H16F2NiO4 at a distorted geometry.

```
27
Properties=species:S:1:pos:R:3
Ni -0.812 -2.861 -0.461
F -2.197 -3.369 1.129
F -0.623 -0.991 0.491
C -0.129 1.407 -2.021
O 0.801 1.030 -1.060
H -0.015 0.712 -2.853
H -1.163 1.353 -1.679
H 0.043 2.384 -2.474
H 0.413 0.320 -0.542
C 0.609 -2.235 -3.294
O 0.678 -2.210 -1.845
H 0.387 -3.273 -3.541
H -0.164 -1.685 -3.830
H 1.468 -1.917 -3.886
H 1.598 -2.050 -1.621
C 1.920 -0.138 2.520
O 1.132 -0.134 3.640
H 1.338 0.368 1.750
H 2.886 0.347 2.663
H 2.047 -1.129 2.085
H 1.687 0.230 4.334
C -2.073 2.272 1.405
O -1.701 1.696 2.650
H -1.399 3.095 1.165
H -2.053 1.598 0.549
H -3.050 2.752 1.459
H -1.626 2.428 3.265
```

Calculated values
- Kohn-Sham gap (spin up / spin down): 7.780 / 6.701 eV
- Lowest unoccupied orbital energy (spin up / spin down): -0.057 / -0.096 Eh
- Relative energy (zero: lowest compared OMol25 entry of this formula, charge and spin): 0.00 kJ/mol
- Expectation value of S²: 2.0055
- 2S+1: 3

***

# 9
Density functional theory data (ωB97M-V/def2-TZVPD) for an isolated molecule of C6H6N2O2 at a distorted geometry.

```
16
Properties=species:S:1:pos:R:3
C 2.205 -0.500 0.803
N 1.267 -1.292 0.562
C 0.467 -0.736 -0.805
C -0.843 -0.205 -0.315
N -1.026 0.854 0.401
C -2.353 0.918 0.596
C -2.984 -0.233 0.087
O -2.023 -0.947 -0.546
O 1.333 0.280 -1.273
C 2.278 0.592 -0.307
H 2.754 -0.522 1.641
H 0.242 -1.595 -1.377
H -2.656 1.738 1.209
H -3.903 -0.727 -0.189
H 2.033 1.618 0.147
H 3.209 0.757 -0.634
```

Calculated values
- SMILES: C1=N[C@@H](c2ncco2)OC1
- Kohn-Sham gap: 10.074 eV
- Lowest unoccupied orbital energy: 0.036 Eh
- Relative energy (zero: lowest compared OMol25 entry of this formula, charge and spin): 300.77 kJ/mol

***

# 10
Density functional theory data (ωB97M-V/def2-TZVPD) for a cluster of 6 separate species, C48H103N5O6 in total at a distorted geometry.

```
162
Properties=species:S:1:pos:R:3
C -5.247 5.706 -4.841
C -6.446 5.667 -5.788
C -6.993 7.056 -6.113
C -6.047 4.894 -7.070
C -7.155 4.196 -7.817
C -7.856 3.269 -6.809
C -8.445 4.032 -5.629
C -9.635 4.866 -6.136
C -8.926 2.912 -4.669
N -7.445 4.876 -5.001
O -8.023 5.623 -3.961
H -4.350 6.031 -5.383
H -5.358 6.520 -4.111
H -5.071 4.836 -4.215
H -7.569 7.044 -7.041
H -7.620 7.467 -5.324
H -6.209 7.793 -6.312
H -5.449 5.601 -7.655
H -5.286 4.182 -6.729
H -7.934 4.875 -8.180
H -6.772 3.647 -8.677
H -7.045 2.587 -6.520
H -8.561 2.615 -7.323
H -10.163 5.221 -5.240
H -10.453 4.310 -6.600
H -9.325 5.756 -6.673
H -8.117 2.202 -4.504
H -9.729 2.374 -5.180
H -9.358 3.260 -3.731
H -7.640 5.268 -3.151
C -9.134 12.138 -4.411
C -9.914 11.009 -5.095
C -9.416 10.885 -6.531
C -9.603 9.642 -4.440
C -10.255 9.613 -3.039
C -11.739 9.696 -3.234
C -12.295 10.889 -4.034
C -13.605 10.451 -4.736
C -12.574 12.113 -3.150
N -11.368 11.189 -5.159
O -11.608 12.491 -5.687
H -9.676 12.606 -3.590
H -8.219 11.728 -3.969
H -8.744 12.929 -5.053
H -8.322 10.816 -6.536
H -9.886 10.183 -7.216
H -9.466 11.858 -7.042
H -9.941 8.830 -5.086
H -8.528 9.475 -4.343
H -9.868 8.730 -2.531
H -9.884 10.496 -2.514
H -12.321 9.587 -2.303
H -12.206 8.772 -3.607
H -13.738 9.411 -5.021
H -13.770 11.089 -5.602
H -14.392 10.699 -4.012
H -11.643 12.621 -2.893
H -13.070 11.810 -2.228
H -13.165 12.878 -3.652
H -12.241 12.329 -6.395
C -0.596 6.234 -6.213
C -0.538 5.215 -7.363
C -1.538 5.629 -8.471
C 0.925 5.252 -7.872
C 1.323 3.966 -8.611
C 0.986 2.657 -7.937
C -0.496 2.608 -7.495
C -1.411 2.325 -8.719
C -0.631 1.425 -6.516
N -0.796 3.869 -6.857
O -1.956 3.807 -6.039
H -1.574 6.252 -5.731
H 0.092 5.953 -5.408
H -0.251 7.192 -6.595
H -1.139 5.273 -9.420
H -2.542 5.386 -8.137
H -1.450 6.710 -8.620
H 0.995 5.928 -8.735
H 1.654 5.673 -7.183
H 0.919 3.984 -9.627
H 2.405 3.920 -8.782
H 1.641 2.472 -7.082
H 1.067 1.766 -8.565
H -1.428 3.101 -9.478
H -2.430 2.189 -8.345
H -1.141 1.358 -9.150
H -0.466 0.483 -7.035
H -1.629 1.459 -6.085
H 0.111 1.538 -5.724
H -1.618 3.964 -5.150
C -6.150 8.387 -9.537
C -4.828 9.012 -9.982
C -3.670 8.016 -9.952
C -4.985 9.512 -11.433
C -5.636 10.900 -11.620
C -4.944 11.935 -10.754
C -4.914 11.523 -9.304
C -3.967 12.462 -8.546
C -6.344 11.673 -8.702
N -4.409 10.151 -9.135
O -4.324 9.825 -7.768
H -6.233 7.370 -9.940
H -6.124 8.198 -8.464
H -7.054 8.898 -9.858
H -3.982 7.120 -10.489
H -2.760 8.441 -10.375
H -3.417 7.794 -8.914
H -4.135 9.438 -12.114
H -5.701 8.877 -11.971
H -5.516 11.152 -12.681
H -6.727 10.976 -11.551
H -5.248 12.957 -10.966
H -3.896 11.798 -11.066
H -3.925 12.219 -7.490
H -4.287 13.500 -8.671
H -3.039 12.466 -9.125
H -6.928 10.824 -9.063
H -6.788 12.611 -9.029
H -6.322 11.529 -7.622
H -3.375 9.857 -7.603
C -8.508 11.265 -18.610
C -7.281 12.229 -18.519
C -7.103 12.866 -19.885
C -7.634 13.366 -17.521
C -7.520 12.928 -16.043
C -6.053 12.516 -15.916
C -5.818 11.208 -16.686
C -4.334 10.831 -16.490
C -6.679 10.075 -16.041
N -6.078 11.549 -18.072
O -5.602 10.590 -19.002
H -9.043 11.068 -17.681
H -9.203 11.722 -19.315
H -8.166 10.298 -18.982
H -6.970 12.086 -20.640
H -7.961 13.472 -20.171
H -6.203 13.476 -19.994
H -7.102 14.291 -17.751
H -8.674 13.620 -17.759
H -7.716 13.736 -15.340
H -8.222 12.117 -15.874
H -5.687 12.292 -14.912
H -5.435 13.252 -16.432
H -4.178 10.730 -15.421
H -3.721 11.617 -16.947
H -4.023 9.989 -17.110
H -6.493 10.064 -14.967
H -6.245 9.165 -16.464
H -7.741 10.115 -16.255
H -4.774 10.971 -19.312
C -4.569 15.847 -6.855
C -4.037 16.734 -7.993
C -4.525 18.193 -7.821
O -2.617 16.656 -7.982
H -5.323 16.395 -6.295
H -3.754 15.545 -6.193
H -4.945 14.864 -7.140
H -4.432 16.385 -8.953
H -3.810 18.686 -7.159
H -5.512 18.251 -7.363
H -4.566 18.743 -8.762
H -2.333 17.015 -8.831
```

Calculated values
- SMILES: CC1(C)CCCC(C)(C)N1O.CC1(C)CCCC(C)(C)N1O.CC1(C)CCCC(C)(C)N1O.CC1(C)CCCC(C)(C)N1O.CC1(C)CCCC(C)(C)N1O.CC(C)O
- Kohn-Sham gap: 8.552 eV
- Lowest unoccupied orbital energy: 0.020 Eh
- Relative energy (zero: lowest compared OMol25 entry of this formula, charge and spin): 179.88 kJ/mol